<a>
ORCA calculation (wB97M-V/def2-TZVPD) on a cluster of 2 separate species, C2H9N2O in total.

Last column: Löwdin charge in e.
Positions of all 14 atoms, in Å:
C: -0.90369 1.64147 1.42854  -0.191
O: -0.42118 0.40994 1.92053  -0.156
H: -0.08326 2.32745 1.18241  0.075
H: -1.50243 1.50821 0.51789  0.063
H: -1.55991 2.06982 2.17572  0.072
N: 0.54642 -1.50979 0.17532  0.110
C: 0.39012 -1.41668 -1.26623  -0.388
N: 0.39305 -0.02851 -1.67972  0.031
H: 1.46639 -1.88236 0.41501  0.058
H: 0.03936 -0.06458 1.19925  -0.008
H: 1.16812 -1.94599 -1.83172  0.103
H: -0.51822 -1.96664 -1.53600  0.111
H: -0.32405 0.49718 -1.19762  0.049
H: 1.30929 0.36048 -1.50338  0.072

2S+1: 2
Total charge: 0
Frontier orbital gap (spin up / spin down), eV: 10.7 / 8.6
Molar mass, g/mol: 77.11

<b>
ORCA calculation (wB97M-V/def2-TZVPD) on an isolated molecule of C2H9N2O.

Last column: Löwdin charge in e.
Positions of all 14 atoms, in Å:
C: 0.16784 1.09786 0.46713  -0.349
N: -1.25380 1.24377 0.33544  0.017
H: 0.75189 1.99597 0.19398  0.083
H: 0.48255 0.82676 1.47222  0.109
H: -1.55825 1.06816 -0.61062  0.060
H: -1.55487 2.16207 0.62992  0.074
N: 0.72574 0.04213 -0.41481  -0.055
C: 0.42314 -1.36333 -0.10259  -0.321
O: -0.95074 -1.57175 -0.33966  -0.050
H: 0.44013 0.22154 -1.41340  0.083
H: 1.80242 0.20416 -0.43585  0.031
H: 0.70226 -1.55868 0.93101  0.122
H: 1.03867 -1.96553 -0.77892  0.099
H: -1.21697 -2.40313 0.06614  0.097

2S+1: 2
Total charge: 0
Frontier orbital gap (spin up / spin down), eV: 4.2 / 10.4
Molar mass, g/mol: 77.11

In terms of stability, <a> leads; the second structure lies 133.5 kJ/mol higher.

<a>
ORCA calculation (wB97M-V/def2-TZVPD) on a cluster of 2 separate species, C6H16 in total.

Last column: Löwdin charge in e.
Positions of all 22 atoms, in Å:
C: 1.30774 -1.40212 2.09495  -0.116
C: 0.79736 -2.51130 1.22883  -0.312
C: 0.48746 -2.09724 -0.21349  -0.097
H: 0.68554 -1.32767 3.04701  0.094
H: 0.98097 -0.46620 1.63693  0.050
H: 2.29558 -1.48205 2.38220  0.039
H: 1.49277 -3.36059 1.25125  0.105
H: -0.06942 -2.94253 1.66780  0.081
H: 1.37247 -1.97020 -0.75021  0.052
H: -0.05602 -2.85950 -0.63947  0.040
H: -0.00071 -1.12056 -0.33752  0.065
C: -0.74963 1.78431 0.28493  -0.142
C: -1.44520 1.89948 -1.09801  -0.311
C: -0.51190 1.98469 -2.32691  -0.140
H: 0.33931 1.72726 0.11896  0.067
H: -0.97086 2.65162 0.89658  0.052
H: -1.11287 0.93749 0.92345  0.070
H: -2.22511 1.14258 -1.29623  0.095
H: -1.80398 3.01780 -1.02250  0.121
H: 0.34191 1.37227 -2.34313  0.036
H: -1.12360 1.97559 -3.20407  0.052
H: -0.03183 3.04687 -2.30134  0.100

Structure (SMILES): CCC.CCC
2S+1: 1
Total charge: 0
Frontier orbital gap, eV: 12.0
Molar mass, g/mol: 88.19

<b>
ORCA calculation (wB97M-V/def2-TZVPD) on a cluster of 2 separate species, C6H16 in total.

Last column: Löwdin charge in e.
Positions of all 22 atoms, in Å:
C: 1.58589 -0.73883 1.87473  -0.117
C: 2.33182 -1.42102 0.65325  -0.290
C: 1.40342 -1.76723 -0.57478  -0.128
H: 0.55899 -1.10193 1.99983  0.071
H: 2.20883 -0.79913 2.86784  0.101
H: 1.79488 0.23919 1.76249  0.000
H: 2.74518 -2.39120 1.08004  0.092
H: 3.28231 -0.98408 0.18134  0.111
H: 1.64970 -2.54923 -1.19918  0.025
H: 1.27276 -0.79533 -1.13602  0.081
H: 0.38590 -2.02346 -0.24241  0.057
C: -1.38499 1.62840 0.60254  -0.102
C: -1.71027 1.81828 -0.91313  -0.299
C: -2.13823 0.54454 -1.69454  -0.139
H: -0.76624 0.78964 0.83578  0.030
H: -0.87996 2.43606 1.07692  0.045
H: -2.29022 1.66074 1.25371  0.081
H: -2.35765 2.66290 -1.08237  0.079
H: -0.88904 2.16297 -1.62752  0.104
H: -1.66733 -0.38215 -1.43723  0.031
H: -3.21929 0.28170 -1.47160  0.078
H: -1.91646 0.72918 -2.80967  0.090

Structure (SMILES): CCC.CCC
2S+1: 1
Total charge: 0
Frontier orbital gap, eV: 11.8
Molar mass, g/mol: 88.19

<c>
ORCA calculation (wB97M-V/def2-TZVPD) on a cluster of 2 separate species, C6H16 in total.

Last column: Löwdin charge in e.
Positions of all 22 atoms, in Å:
C: 0.73025 0.25345 -1.09318  -0.109
C: 1.12626 0.95268 0.18981  -0.464
C: 1.47675 -0.05995 1.40500  -0.082
C: 2.25356 1.99257 -0.00788  -0.092
H: 0.20689 0.91062 -1.72251  0.062
H: 0.00430 -0.46346 -0.93563  -0.006
H: 1.58072 -0.34615 -1.57947  0.118
H: 0.13964 1.37427 0.47939  0.128
H: 2.47689 -0.69731 1.15146  0.117
H: 1.65882 0.58565 2.29046  0.060
H: 0.60869 -0.74718 1.60814  0.054
H: 1.84493 2.74587 -0.71926  0.082
H: 2.52911 2.53549 0.84537  0.041
H: 3.19980 1.58992 -0.43202  0.087
C: -3.10191 -0.87088 -0.30595  -0.154
C: -1.91485 -1.76651 0.04542  -0.170
H: -3.66320 -0.44199 0.58589  0.094
H: -2.85195 -0.09981 -1.03824  0.056
H: -3.66828 -1.26141 -1.09981  0.034
H: -2.04276 -2.51809 0.81174  0.059
H: -0.99291 -1.19285 0.24927  0.016
H: -1.60074 -2.47492 -0.72798  0.071

Structure (SMILES): CC(C)C.CC
2S+1: 1
Total charge: 0
Frontier orbital gap, eV: 11.9
Molar mass, g/mol: 88.19

<d>
ORCA calculation (wB97M-V/def2-TZVPD) on a cluster of 2 separate species, C6H16 in total.

Last column: Löwdin charge in e.
Positions of all 22 atoms, in Å:
C: -0.40093 1.38838 2.47824  -0.146
C: -1.05541 0.22258 1.79650  -0.329
C: -0.59132 -1.08489 2.50078  -0.148
H: 0.70810 1.39653 2.44435  0.081
H: -0.59519 1.30431 3.57711  0.075
H: -0.87253 2.36324 2.24694  0.072
H: -2.15206 0.18963 2.00222  0.109
H: -0.87498 -0.01265 0.73882  0.069
H: -0.63865 -0.89837 3.61003  0.072
H: -1.13895 -1.99605 2.22250  0.065
H: 0.50863 -1.24193 2.35106  0.074
C: -0.49756 -0.33008 -3.01399  -0.107
C: 0.40263 -0.06241 -1.77612  -0.334
C: 1.88689 0.01675 -2.10991  -0.150
H: 0.17816 -0.53792 -3.88175  0.075
H: -1.08716 0.52638 -3.32225  0.059
H: -1.11205 -1.18037 -2.74789  0.059
H: 0.13316 0.89095 -1.27535  0.099
H: 0.36043 -0.92767 -1.09521  0.091
H: 2.14462 -0.89082 -2.70881  0.077
H: 2.11526 0.88097 -2.76380  0.077
H: 2.57893 -0.01656 -1.27347  0.060

Structure (SMILES): CCC.CCC
2S+1: 1
Total charge: 0
Frontier orbital gap, eV: 12.2
Molar mass, g/mol: 88.19

In terms of stability, <d> leads; the second structure lies 59.1 kJ/mol higher.

<a>
ORCA calculation (wB97M-V/def2-TZVPD) on a cluster of 2 separate species, C6H16 in total.

Last column: Löwdin charge in e.
Positions of all 22 atoms, in Å:
C: -2.30337 -0.17577 -0.93459  -0.116
C: -1.38637 -0.77781 0.18914  -0.349
C: -2.16434 -1.91154 0.77742  -0.178
H: -3.36629 -0.13266 -0.70521  0.062
H: -1.92228 0.75390 -1.35486  0.052
H: -2.22370 -0.91371 -1.74992  0.071
H: -0.35766 -1.02864 -0.12771  0.070
H: -1.08938 0.02896 0.92290  0.109
H: -2.44271 -2.83574 0.14631  0.089
H: -1.56204 -2.37471 1.67488  0.092
H: -3.20285 -1.56004 1.18748  0.095
C: 1.16876 1.38945 -0.76578  -0.154
C: 2.01677 0.31052 -0.13838  -0.291
C: 2.86416 1.09321 0.95533  -0.081
H: 0.35776 1.65585 -0.16030  0.039
H: 0.83928 1.14987 -1.80759  0.087
H: 1.81992 2.30575 -0.86603  0.084
H: 1.32929 -0.49180 0.19935  0.073
H: 2.54176 -0.19736 -0.88240  0.076
H: 2.26197 1.65218 1.66581  0.075
H: 3.44770 0.29443 1.40650  0.067
H: 3.37360 1.76566 0.36765  0.028

Structure (SMILES): CCC.CCC
2S+1: 1
Total charge: 0
Frontier orbital gap, eV: 12.0
Molar mass, g/mol: 88.19

<b>
ORCA calculation (wB97M-V/def2-TZVPD) on a cluster of 2 separate species, C6H16 in total.

Last column: Löwdin charge in e.
Positions of all 22 atoms, in Å:
C: -1.41897 1.25405 0.69243  -0.135
C: 0.05608 1.64515 0.75514  -0.317
C: 0.39043 1.99559 2.18695  -0.139
H: -2.11315 2.07656 0.87517  0.073
H: -1.59370 0.75449 -0.24774  0.046
H: -1.77120 0.55995 1.46587  0.074
H: 0.15293 2.54892 0.08665  0.120
H: 0.73911 0.87180 0.36185  0.050
H: 1.31518 2.62291 2.18821  0.080
H: 0.59810 1.07828 2.73699  0.067
H: -0.40324 2.39885 2.82113  0.070
C: -0.77362 -2.25006 -1.12250  -0.129
C: 0.39947 -1.61175 -1.81775  -0.348
C: 1.54729 -1.09862 -0.91607  -0.107
H: -1.51559 -2.59904 -1.86159  0.073
H: -0.47894 -3.15777 -0.54530  0.084
H: -1.26470 -1.44942 -0.53482  0.058
H: 0.88015 -2.21721 -2.62134  0.096
H: 0.04325 -0.76693 -2.48591  0.111
H: 2.46271 -0.78997 -1.41465  0.072
H: 1.15311 -0.10811 -0.54405  0.029
H: 1.59528 -1.75768 -0.05866  0.072

Structure (SMILES): CCC.CCC
2S+1: 1
Total charge: 0
Frontier orbital gap, eV: 11.6
Molar mass, g/mol: 88.19

<c>
ORCA calculation (wB97M-V/def2-TZVPD) on a cluster of 2 separate species, C6H16 in total.

Last column: Löwdin charge in e.
Positions of all 22 atoms, in Å:
C: 1.23761 0.19580 2.26556  -0.115
C: 0.43731 1.10454 1.30154  -0.327
C: -0.38092 2.14802 2.03811  -0.137
H: 0.69901 -0.22703 3.11355  0.071
H: 1.56971 -0.69553 1.71566  0.055
H: 2.10757 0.74888 2.58799  0.064
H: 1.17017 1.60404 0.66979  0.101
H: -0.28442 0.48600 0.77230  0.078
H: 0.10941 2.63131 2.88198  0.070
H: -0.75975 2.85135 1.28174  0.068
H: -1.37539 1.80956 2.37200  0.072
C: 0.63602 -1.16136 -1.15949  -0.140
C: -0.41974 -0.58137 -2.06894  -0.308
C: -1.48351 -1.65218 -2.45946  -0.133
H: 0.32695 -1.71463 -0.28625  0.067
H: 1.13858 -0.23672 -0.85425  0.054
H: 1.32943 -1.88627 -1.59846  0.079
H: -1.02690 0.20859 -1.61397  0.093
H: -0.09017 -0.16187 -3.01731  0.098
H: -2.06478 -1.96515 -1.59133  0.064
H: -2.20958 -1.27704 -3.18777  0.061
H: -1.06078 -2.53403 -2.95087  0.065

Structure (SMILES): CCC.CCC
2S+1: 1
Total charge: 0
Frontier orbital gap, eV: 12.3
Molar mass, g/mol: 88.19

In terms of stability, <c> leads; the second structure lies 35.2 kJ/mol higher.

<a>
ORCA calculation (wB97M-V/def2-TZVPD) on a cluster of 2 separate species, C6H16 in total.

Last column: Löwdin charge in e.
Positions of all 22 atoms, in Å:
C: -1.66998 -4.55920 -1.29369  -0.131
C: -0.28225 -4.76688 -0.68090  -0.320
C: -0.38036 -5.63571 0.56788  -0.138
H: -2.31074 -5.41715 -1.07262  0.065
H: -1.67002 -4.38729 -2.37121  0.065
H: -2.21179 -3.73988 -0.82192  0.066
H: 0.17897 -3.80842 -0.42521  0.097
H: 0.36990 -5.25244 -1.40359  0.093
H: -0.67151 -6.65541 0.31913  0.069
H: 0.59574 -5.75805 1.03193  0.063
H: -1.08004 -5.20840 1.28673  0.073
C: 1.18643 4.91331 -0.76625  -0.128
C: 0.48974 5.53551 0.44044  -0.321
C: 0.72775 4.70322 1.70735  -0.129
H: 0.51927 4.51742 -1.52832  0.060
H: 1.90332 4.13601 -0.51213  0.064
H: 1.66337 5.70495 -1.36953  0.070
H: -0.55830 5.78808 0.27984  0.095
H: 0.88931 6.54140 0.63062  0.092
H: 0.45180 5.18487 2.64630  0.065
H: 0.09900 3.81228 1.66123  0.067
H: 1.76039 4.35177 1.67390  0.064

Structure (SMILES): CCC.CCC
2S+1: 1
Total charge: 0
Frontier orbital gap, eV: 12.3
Molar mass, g/mol: 88.19

<b>
ORCA calculation (wB97M-V/def2-TZVPD) on a cluster of 2 separate species, C6H16 in total.

Last column: Löwdin charge in e.
Positions of all 22 atoms, in Å:
C: -0.19992 0.33103 2.45770  -0.157
C: -1.70741 0.23745 2.19168  -0.280
C: -1.83640 1.40289 1.18221  -0.147
H: -0.01342 1.34120 2.82763  0.060
H: 0.49151 0.28681 1.57622  0.066
H: 0.21451 -0.39929 3.13473  0.058
H: -1.84049 -0.73179 1.83462  0.070
H: -2.31413 0.49693 3.08667  0.113
H: -1.31108 2.24834 1.66590  0.068
H: -1.37677 1.23489 0.16608  0.066
H: -2.90129 1.57791 0.81590  0.081
C: 0.86373 0.45374 -2.15190  -0.170
C: 1.66316 -0.83240 -2.41892  -0.324
C: 1.07705 -1.77476 -1.29461  -0.139
H: -0.04359 0.42490 -2.52673  -0.012
H: 1.59874 1.26590 -2.81239  0.128
H: 1.04704 0.97573 -1.09535  0.105
H: 1.63959 -1.42429 -3.41870  0.125
H: 2.71987 -0.45685 -2.10942  0.113
H: 0.04398 -2.02473 -1.57049  0.074
H: 1.63259 -2.60522 -1.03321  0.018
H: 1.25169 -1.11825 -0.33842  0.084

Structure (SMILES): CCC.CCC
2S+1: 1
Total charge: 0
Frontier orbital gap, eV: 11.6
Molar mass, g/mol: 88.19

In terms of stability, <a> leads; the second structure lies 217.2 kJ/mol higher.

<a>
ORCA calculation (wB97M-V/def2-TZVPD) on the ion C2H3Cl2N2 with charge +1.

Last column: Löwdin charge in e.
Positions of all 9 atoms, in Å:
N: -1.74679 -0.15036 0.04562  0.054
C: -0.69097 -0.11050 -0.99770  0.129
C: 0.76205 0.19700 -0.23020  -0.169
N: 1.93749 0.18417 0.01508  -0.894
Cl: 2.98791 1.51583 0.11838  0.744
Cl: 2.85614 -1.39516 0.15295  0.624
H: -2.21806 0.81821 -0.21779  0.226
H: -1.62812 -0.07958 1.06104  0.161
H: -2.25966 -0.97961 0.05262  0.127

Structure (SMILES): [NH3+]C#CN(Cl)Cl
2S+1: 1
Total charge: +1
Frontier orbital gap (spin up / spin down), eV: 8.1 / 8.1
Molar mass, g/mol: 125.97

<b>
ORCA calculation (wB97M-V/def2-TZVPD) on a cluster of 2 separate species, C2H3Cl2N2 in total.

Last column: Löwdin charge in e.
Positions of all 9 atoms, in Å:
C: -1.49288 0.07239 -0.09322  0.102
C: 1.62083 -0.45990 -0.11308  -0.585
N: -2.60936 -0.13531 0.12888  -0.489
N: 1.07412 0.68985 -0.01903  0.084
Cl: -4.21229 -0.37676 0.08891  0.837
Cl: 3.25012 -0.71126 0.11756  0.832
H: 1.06329 -1.25976 -0.37130  0.060
H: -0.15606 0.61375 0.03004  0.040
H: 1.46225 1.56700 0.23126  0.121

2S+1: 1
Total charge: +1
Frontier orbital gap, eV: 11.7
Molar mass, g/mol: 125.97

In terms of stability, <b> leads; the second structure lies 503.8 kJ/mol higher.